{"formula": "C32H32Cl6N6", "method": "the ωB97M-V functional and the def2-TZVPD basis", "species": ["C", "N", "H", "Cl", "H", "H", "C", "C", "H", "C", "Cl", "H", "H", "H", "C", "H", "C", "C", "C", "C", "C", "C", "C", "H", "Cl", "C", "C", "H", "C", "N", "C", "H", "H", "H", "H", "N", "C", "C", "Cl", "H", "C", "H", "H", "C", "N", "H", "C", "C", "H", "Cl", "H", "H", "C", "C", "C", "H", "C", "C", "H", "H", "N", "H", "C", "H", "N", "C", "C", "H", "H", "Cl", "C", "H", "C", "H", "H", "H"], "positions_angstrom": [[4.0105, -4.7307, -2.4538], [4.2580, -2.6015, -0.6511], [-0.3951, -2.0254, 4.6738], [-4.1600, 0.4873, -0.5309], [5.9504, -5.3985, -1.5727], [6.0159, -3.5182, -0.0434], [-2.3465, 2.8343, 5.3168], [-3.7492, 2.0981, 7.0682], [-1.4548, -1.6042, 1.0843], [-2.5860, -4.8972, 3.5685], [0.5407, -1.8344, -3.5472], [-1.7954, 3.8500, -2.0870], [-5.5355, 3.2918, 7.2932], [-1.1792, 5.0339, -6.8234], [-1.0464, -2.8511, 4.4279], [-2.9706, 4.7007, 4.3717], [5.1911, -3.5633, -0.7390], [3.0079, -3.7789, -2.3334], [-1.0000, 0.2919, 2.0998], [6.0274, 1.0490, -3.0808], [5.1362, -4.6891, -1.5830], [5.4272, 0.1448, -2.2265], [-1.6351, -4.4571, 2.7001], [-2.3116, -2.8724, 6.2282], [-3.8473, -2.4010, -0.0104], [0.2839, 1.0496, -0.1809], [-2.4144, 5.0226, -3.7807], [-1.5711, -4.9026, 1.7184], [3.9856, 2.0028, -1.5246], [4.7159, 2.9294, -2.2677], [-1.2202, 4.7539, -5.7811], [-1.5940, -1.5174, -4.6356], [3.1115, 2.2431, -0.9377], [-0.4515, 2.3058, 2.7736], [-5.9291, -1.2395, -0.2329], [-4.3636, 4.0331, 5.8349], [-0.6457, 3.4381, -3.9049], [-4.9596, -1.1787, -0.7272], [-0.4242, -2.8020, -6.1870], [2.5359, -1.8639, -1.2973], [-0.5493, -1.5206, -4.9464], [0.3643, 3.2740, -5.7541], [3.7887, 0.0071, -0.7998], [-0.9106, -3.3378, 3.1212], [0.2526, 1.9284, 0.8706], [-1.4930, -0.0273, 3.0062], [-1.6071, 4.1195, -3.1158], [-2.0631, -3.3386, 5.2862], [0.0462, -0.9365, -0.8604], [-5.2292, -1.5302, -2.5357], [6.7981, 0.6073, -3.6950], [5.6289, -0.9149, -2.1747], [-0.4205, 3.7895, -5.2205], [3.1194, -2.7678, -1.3917], [-0.2276, -0.2532, -0.0701], [2.1710, -3.8929, -3.0065], [-3.1949, 3.9743, 5.1387], [-2.6436, 1.9002, 6.2797], [-0.0862, 2.6045, -3.5069], [0.8878, 1.2883, -1.0440], [-2.2371, 5.3248, -5.0793], [-2.0275, 1.0333, 6.4678], [-0.9606, -0.6441, 1.0654], [-1.4476, 2.8680, 4.7192], [-2.8326, -4.3837, 4.8465], [5.7241, 2.4355, -3.0294], [4.3412, 0.6602, -1.4590], [-3.3298, -5.6567, 3.3779], [6.2072, 3.2208, -3.5918], [-0.0263, 0.0350, -5.7140], [-0.4254, 1.5521, 2.0006], [3.8827, -5.5750, -3.1151], [-4.6219, 3.1200, 6.7435], [-4.0134, 1.5586, 7.9658], [-0.2248, -2.8219, 2.4655], [-3.2520, 5.4666, -3.2633]], "forces_ev_per_a": [[1.3, -0.5, 1.5], [-0.5, -1.3, -0.4], [-0.1, 0.2, 0.4], [0.1, 1.4, 0.5], [-0.1, -0.1, -0.1], [0.2, 0.4, 0.1], [-0.5, 2.4, -0.8], [-1.1, 0.2, 0.4], [0.0, 0.1, 0.2], [-1.4, 0.4, 3.4], [-0.8, 0.1, -0.7], [0.1, 0.0, 0.0], [-0.2, -0.2, 0.2], [0.2, 0.1, -0.1], [-0.6, 0.0, -0.4], [-0.2, 0.3, 0.2], [-0.4, -0.7, -0.1], [-0.1, -0.4, -0.1], [-0.6, -0.6, 0.4], [0.7, 0.0, 0.3], [-1.6, 1.6, -0.6], [-2.1, 1.6, 0.6], [0.0, 0.9, 0.0], [0.1, -0.2, 0.2], [0.6, -1.3, 0.8], [0.0, -0.5, 2.7], [0.7, -0.2, -0.9], [0.2, 0.2, -0.1], [1.9, -0.2, -1.2], [-0.6, -1.9, 0.5], [-1.8, 0.6, 1.0], [0.3, 0.4, 0.2], [0.0, 1.0, -0.1], [0.0, -0.2, 0.2], [-0.2, 0.2, 0.2], [1.1, 1.3, -1.7], [-0.6, 0.4, 1.1], [0.2, 0.1, -0.2], [0.1, 0.2, 0.5], [-0.9, -0.4, -0.2], [0.8, 0.2, -0.5], [0.0, 0.1, -0.3], [0.0, -0.1, 0.0], [0.2, -0.4, 0.8], [-0.9, -0.7, -0.4], [-0.2, 0.3, 0.2], [0.7, -1.1, -1.1], [0.0, -1.7, -2.7], [-0.6, -0.2, -0.2], [-0.6, -0.4, -1.4], [0.3, 0.6, -0.4], [0.3, 0.1, -0.2], [0.2, -0.3, 0.3], [2.6, 0.9, 0.1], [0.0, 0.5, 0.2], [-0.2, 0.3, 0.2], [-0.8, -2.8, 1.4], [0.4, -0.4, 0.4], [0.1, 0.1, 0.3], [-0.1, 0.4, -0.1], [0.4, 0.0, -0.3], [0.3, 0.1, -0.1], [1.2, 1.4, -1.0], [0.1, -0.6, 0.0], [1.2, 1.0, -0.9], [-1.8, -0.5, 1.2], [0.8, -0.1, -0.5], [0.3, -0.3, -0.5], [0.4, -0.3, -0.3], [-0.6, -0.7, 0.5], [1.1, -0.4, -2.4], [0.0, 0.1, -0.3], [0.4, 0.4, 0.3], [0.3, -0.7, -0.2], [0.2, -0.2, 0.0], [-0.1, 0.3, -0.1]], "lowdin_charge": [-0.07, 0.05, 0.09, 0.21, 0.09, 0.10, -0.06, -0.08, 0.04, -0.14, 0.55, 0.10, 0.10, 0.09, -0.08, 0.10, -0.17, -0.10, -0.08, -0.09, -0.05, -0.07, -0.08, 0.09, 0.30, -0.14, -0.16, 0.10, -0.12, 0.05, -0.15, 0.03, 0.08, 0.07, -0.03, 0.04, -0.07, -1.46, 0.49, 0.07, -1.42, 0.09, 0.07, -0.09, 0.04, 0.09, -0.05, -0.13, 0.05, 0.16, 0.09, 0.08, -0.11, -0.13, -0.07, 0.06, -0.10, -0.09, 0.09, 0.08, 0.04, 0.10, -0.10, 0.08, 0.04, -0.15, -0.08, 0.10, 0.09, 0.49, -0.14, 0.10, -0.18, 0.10, 0.09, 0.10], "homo_energy_ha": [-0.0166, -0.2340], "energy_ev": -117774.7917, "de_lowest_kcal_mol": 0.0, "lumo_energy_ev": [1.9680, 1.9528], "spin_multiplicity": 2, "s2": 0.753, "charge": -1}

=====

{"formula": "C32H32CoGeN5S2", "method": "the ωB97M-V functional and the def2-TZVPD basis", "species": ["C", "C", "N", "C", "S", "C", "Co", "C", "H", "C", "C", "H", "H", "C", "N", "H", "H", "H", "H", "C", "H", "H", "Ge", "C", "C", "C", "H", "C", "H", "H", "C", "N", "H", "H", "H", "H", "C", "C", "H", "N", "C", "H", "H", "H", "S", "C", "C", "C", "H", "C", "H", "C", "C", "C", "C", "H", "H", "C", "C", "H", "H", "H", "N", "C", "H", "H", "H", "C", "H", "C", "H", "C", "C"], "positions_angstrom": [[-19.4776, 7.3383, 5.5511], [-18.0708, 12.8374, 7.4381], [-17.1123, 4.6553, 8.2914], [-19.8403, 11.1702, 7.7591], [-17.5248, 1.6507, 4.2911], [-15.5762, 3.6265, 9.9508], [-18.3622, 5.9747, 5.8919], [-19.0059, 13.8115, 7.0793], [-21.1252, 14.1540, 6.7162], [-20.9828, 4.8538, 5.2066], [-23.9543, 7.2669, 8.8120], [-17.7095, 3.8323, 8.1456], [-17.3054, 8.6214, 7.6099], [-18.6270, 9.6259, 10.7004], [-19.2881, 3.3875, 5.0167], [-15.7863, 1.0086, 2.7867], [-14.7510, 6.5681, 9.5912], [-17.3205, 9.8078, 12.3874], [-24.8354, 7.2871, 5.3757], [-22.2889, 9.0284, 8.4175], [-18.6999, 14.8296, 6.8146], [-15.2185, 2.3318, 3.8723], [-20.2820, 9.2601, 8.2608], [-18.3463, 9.6089, 12.0742], [-16.0611, 1.9788, 3.2546], [-17.9570, 3.2691, 4.7257], [-19.1541, 9.3752, 14.0886], [-23.3412, 9.9623, 8.3530], [-17.7005, 10.8099, 8.0802], [-16.2586, 2.6921, 2.4391], [-16.3816, 6.7444, 8.0644], [-20.9112, 7.3099, 5.3515], [-16.4420, 3.0714, 10.3802], [-19.1222, 8.3720, 5.4153], [-25.4812, 10.2748, 8.3653], [-14.9886, 2.9110, 9.3181], [-15.5770, 6.1131, 9.0302], [-20.6608, 9.1630, 12.5488], [-26.0347, 7.8675, 8.7506], [-19.6427, 4.7024, 5.3697], [-20.7726, 12.1410, 7.3167], [-23.1414, 11.0362, 8.2727], [-24.1550, 6.2128, 9.0412], [-21.8508, 6.8892, 8.7504], [-16.8165, 4.5685, 4.7552], [-24.6856, 9.5413, 8.4838], [-16.0494, 4.7799, 9.1260], [-16.3225, 8.1294, 7.5217], [-16.9946, 13.0414, 7.4615], [-22.6217, 7.6695, 8.6587], [-22.0008, 9.0776, 10.8814], [-20.3583, 13.4407, 7.0115], [-21.6346, 8.5137, 5.2960], [-18.4811, 11.5360, 7.7803], [-20.9487, 9.1827, 11.1799], [-16.0224, 8.1185, 6.4505], [-21.8251, 11.8683, 7.1747], [-21.6366, 6.0856, 5.2925], [-19.9306, 9.3953, 10.2326], [-17.8037, 9.8099, 9.9919], [-15.5542, 8.6817, 8.0999], [-23.5180, 9.5102, 5.3249], [-17.3654, 5.8776, 7.6001], [-23.7465, 7.2995, 5.3247], [-14.9305, 3.9968, 10.7711], [-23.5188, 5.1130, 5.2363], [-21.0492, 9.4418, 5.1843], [-19.3546, 9.3720, 13.0190], [-21.5798, 3.9711, 4.9549], [-23.0129, 8.5345, 5.2945], [-21.4838, 8.9665, 13.2369], [-24.9959, 8.1939, 8.7067], [-23.0388, 6.1001, 5.2666]], "forces_ev_per_a": [[-4.2, 2.4, -1.2], [0.0, -0.5, 0.2], [0.4, 2.1, -0.5], [-0.4, 0.2, -0.1], [0.6, -0.5, -0.6], [0.2, -0.5, 0.0], [1.5, -1.2, 0.0], [-0.2, -0.3, -0.1], [0.2, 0.1, 0.0], [1.6, 0.4, 0.4], [0.3, 0.0, 0.2], [0.5, 0.8, -0.1], [0.3, -0.2, 0.0], [-0.2, -0.3, 0.6], [3.3, 0.0, -0.6], [-0.2, 0.5, 0.4], [-0.5, -0.4, -0.4], [-0.2, -0.1, 0.1], [0.3, 0.1, 0.0], [-0.1, -0.2, 0.1], [-0.1, -0.4, 0.1], [-0.4, -0.1, -0.3], [0.3, -0.2, -0.1], [0.0, 0.2, -0.1], [0.4, -0.5, -0.2], [-3.7, 1.4, 0.9], [0.1, 0.0, -0.2], [-0.5, -0.7, 0.4], [-0.6, 0.4, -0.3], [-0.1, -0.2, 0.5], [-2.0, -2.0, -0.6], [2.9, -0.2, 0.5], [0.6, 0.4, -0.2], [-0.5, -0.1, 0.1], [0.0, -0.1, 0.2], [-0.4, 0.6, 0.6], [-0.4, -1.0, -0.2], [0.2, -0.1, -0.1], [0.2, 0.1, 0.1], [-2.5, -2.0, -0.7], [0.7, -0.1, 0.0], [-0.1, -0.5, -0.1], [-0.1, 0.4, -0.2], [-0.1, 0.5, -0.1], [0.1, -0.1, -0.1], [0.6, -0.2, -0.3], [-0.4, 1.0, -0.4], [0.5, 0.2, 0.0], [-0.4, 0.2, 0.0], [-0.7, 0.4, 0.0], [0.6, -0.1, 0.0], [0.1, -0.2, 0.0], [-1.1, 0.3, -0.5], [-0.1, 0.5, -0.1], [0.3, 0.2, 0.5], [-0.2, 0.0, 0.6], [0.5, 0.2, 0.2], [1.0, 0.1, -0.1], [-0.2, 0.2, 0.0], [-0.4, -0.1, 0.4], [-0.5, -0.1, -0.4], [0.3, -0.6, -0.1], [2.6, -0.7, 2.7], [0.4, -1.1, -0.2], [-0.4, -0.3, -0.4], [0.0, 0.6, 0.0], [-0.2, -0.8, 0.3], [-0.3, 0.0, -0.7], [0.3, 0.2, 0.2], [1.1, -0.3, 0.1], [0.2, 0.1, 0.0], [0.3, 0.3, -0.3], [-1.2, 1.5, 0.1]], "lowdin_charge": [-0.14, -0.12, 0.07, -0.33, 0.78, -0.04, 0.36, -0.13, 0.09, -0.09, -0.12, 0.17, 0.03, -0.14, -0.11, 0.03, 0.11, 0.09, 0.09, -0.36, 0.09, 0.01, 0.97, -0.12, -0.47, -1.14, 0.08, -0.12, 0.07, 0.03, -0.31, -0.07, 0.09, 0.02, 0.09, 0.09, 0.01, -0.12, 0.09, -0.18, -0.12, 0.07, 0.10, 0.10, 0.56, -0.11, -0.30, -0.05, 0.09, -0.16, 0.09, -0.12, -0.11, -0.15, -0.12, 0.09, 0.07, -0.22, -0.33, 0.07, 0.09, 0.11, -0.03, -0.09, 0.08, 0.11, 0.12, -0.13, 0.11, -0.08, 0.09, -0.13, -0.06], "homo_energy_ha": [-0.1122, -0.1133], "energy_ev": -156964.6473, "de_lowest_kcal_mol": 7.5, "lumo_energy_ev": [2.3387, 2.3329], "spin_multiplicity": 4, "s2": 3.868, "charge": -1}

=====

{"formula": "C32H32F6N2O4", "method": "the ωB97M-V functional and the def2-TZVPD basis", "species": ["C", "H", "H", "C", "F", "N", "O", "C", "F", "C", "C", "C", "H", "C", "O", "H", "F", "C", "C", "F", "H", "H", "C", "C", "H", "C", "C", "H", "F", "H", "H", "C", "H", "C", "C", "H", "H", "C", "C", "H", "C", "C", "H", "C", "H", "H", "N", "H", "C", "H", "H", "H", "C", "H", "C", "F", "C", "H", "O", "H", "H", "O", "C", "H", "C", "H", "H", "H", "C", "C", "H", "C", "H", "C", "C", "H"], "positions_angstrom": [[-1.1274, 0.6990, -3.5592], [-3.0335, 1.6145, -3.7945], [-0.5165, -1.1351, -4.5251], [0.2076, -1.6675, -0.5634], [-2.3376, -8.1124, -1.7429], [4.0465, 0.9741, 3.9113], [0.2652, 1.0841, -3.4961], [1.9291, 0.5692, 2.8156], [2.4476, 0.7686, 6.0911], [3.9910, 0.3483, 1.5602], [3.2466, 0.0493, 0.4151], [1.8385, -0.0381, 0.4828], [-3.8499, 5.1053, 0.0476], [-2.8608, -5.7807, -1.4230], [-2.0047, 0.6209, -0.2073], [3.7723, -0.0969, -0.5270], [-2.6823, -7.3615, 0.3185], [-0.2080, -2.2464, 0.6437], [-1.0661, 5.8283, -1.7733], [-0.8364, -6.8024, -0.7712], [-1.0347, 0.1738, -5.6421], [-3.9428, -5.9976, -1.5047], [-1.6296, -3.8448, -0.4907], [-2.0523, 3.9176, 0.0033], [-4.6152, -5.1056, 0.1890], [-1.2411, -0.3204, -4.6822], [-3.6809, -4.6620, 0.5724], [0.1136, 0.1232, 1.7666], [1.4043, 2.4180, 5.0792], [3.4821, 2.9914, 3.9668], [-2.4231, -5.5176, -2.3864], [-2.8513, 5.0124, -0.3666], [1.4049, 0.7908, 3.7547], [3.7506, 2.1850, 4.6798], [-2.3366, 5.9866, -1.2399], [-2.4362, 3.1406, 0.6738], [6.1228, 1.1820, 4.0826], [0.0875, 2.5142, -0.1567], [-1.2032, -3.1848, 0.6777], [0.1660, -1.9021, 1.6145], [-0.9678, -3.4980, -1.7040], [0.7343, 1.6882, -2.3669], [1.1410, 2.8646, -0.0939], [5.3487, 0.4190, 4.1624], [-1.6756, -3.5017, 1.6290], [-3.3741, -5.1784, 1.5010], [-2.6945, -4.6891, -0.4717], [0.3805, -2.1802, -2.6977], [0.1508, 1.2936, -1.0173], [1.5212, -0.3360, -1.6425], [-2.9700, 6.8092, -1.5603], [0.7534, 4.6028, -1.7919], [-2.1921, -7.0305, -0.9279], [-2.2605, -0.7275, -4.6851], [0.9545, -0.4006, -0.6761], [2.7822, 2.8539, 6.7467], [-0.0869, -2.4347, -1.7321], [5.0765, 0.4188, 1.5371], [1.7223, 2.4356, -2.4335], [5.4154, -0.0215, 5.1803], [-1.8453, 2.6495, -2.9349], [-1.5190, 0.0443, -2.3331], [3.3309, 0.6221, 2.7836], [5.5831, -0.3787, 3.4495], [2.6128, 2.0573, 5.6460], [4.6537, 2.4353, 5.2671], [-3.8927, -3.6218, 0.8251], [-0.2968, 2.1802, 0.8314], [-0.7807, 3.7557, -0.5514], [-0.2541, 4.7448, -1.4018], [-0.6504, 6.5642, -2.4758], [1.1978, 0.2133, 1.6923], [-1.2325, -4.0216, -2.6222], [-1.2433, 0.7096, -1.1602], [-1.9834, 1.9281, -3.7535], [-1.7455, 2.4088, -4.7120]], "forces_ev_per_a": [[0.4, -0.2, 0.6], [0.2, 0.1, 0.1], [-0.3, 0.3, -0.1], [-0.3, -1.1, -0.7], [0.0, 1.0, 0.7], [0.3, 0.6, 1.3], [0.0, 0.3, 0.4], [0.0, 0.0, 0.5], [0.2, 1.3, -0.2], [-0.7, 0.1, 0.3], [-0.4, 0.0, 0.4], [0.3, -0.3, 0.0], [0.1, 0.1, -0.1], [-0.3, 0.7, 0.1], [1.0, 0.1, -1.7], [-0.2, -0.1, 0.1], [0.5, 0.0, -1.3], [-0.2, 1.3, 0.5], [1.0, 0.1, 0.0], [-1.4, -0.5, -0.2], [-0.1, -0.2, 0.3], [0.6, 0.1, -0.3], [1.0, 1.5, -0.6], [-0.4, 0.1, -0.4], [0.4, 0.1, 0.3], [0.1, 0.0, 0.2], [-0.3, 0.3, 0.7], [0.3, 0.2, -0.1], [1.1, -0.1, 0.8], [0.3, -0.1, 0.6], [-0.3, -0.2, 0.0], [0.8, 0.0, 0.1], [0.3, -0.3, -0.7], [0.6, -0.4, -1.3], [-0.5, -0.7, 0.1], [0.1, 0.4, -0.3], [0.3, 0.1, -0.1], [0.9, 0.9, 2.1], [-0.8, -1.6, 0.2], [-0.2, 0.1, -0.6], [-0.3, -0.3, 0.6], [2.4, 0.9, 0.1], [-0.6, -0.1, 0.5], [0.4, -0.5, 0.4], [0.7, 0.3, -0.6], [-0.2, 0.0, -0.4], [-1.0, -1.6, -0.7], [-0.3, 0.1, 0.6], [-2.7, -1.6, -2.7], [-0.3, -0.6, 1.0], [0.2, 0.0, 0.1], [-0.3, 0.2, 0.0], [1.2, -0.7, 1.1], [0.3, 0.1, 0.0], [2.3, 2.5, -1.0], [-0.2, -0.6, -1.0], [0.0, 0.6, 0.2], [-0.2, 0.0, -0.2], [-2.4, -1.9, -0.1], [-0.1, 0.2, -0.5], [0.0, -0.2, -0.2], [0.0, 0.6, 0.0], [-0.5, 0.0, -1.3], [-0.2, 0.2, 0.2], [-1.7, -0.6, 1.1], [-0.5, 0.1, -0.4], [0.0, 0.0, 0.1], [0.6, 0.4, -0.5], [0.7, -0.7, -0.3], [-0.8, -0.4, 0.1], [-0.3, -0.3, 0.4], [0.5, 0.3, 0.4], [0.3, 0.2, 0.2], [-0.7, -0.5, 1.3], [-0.3, 0.2, -0.3], [0.1, -0.1, 0.3]], "lowdin_charge": [-0.52, 0.11, 0.09, -0.19, 0.12, -0.16, 0.08, 0.02, 0.11, -0.01, 0.00, -0.21, 0.10, -0.05, 0.13, 0.12, 0.10, -0.02, -0.09, 0.11, 0.10, 0.14, -0.23, -0.04, 0.10, 0.03, -0.06, 0.12, 0.08, 0.16, 0.12, -0.07, 0.11, -0.04, -0.10, 0.11, 0.09, -0.09, -0.01, 0.11, 0.00, -0.39, 0.14, -0.07, 0.12, 0.09, -0.14, 0.12, -0.12, 0.15, 0.10, 0.11, -0.52, 0.10, -0.03, 0.11, -0.02, 0.11, 0.10, 0.10, 0.09, 0.06, -0.23, 0.09, -0.53, 0.14, 0.10, 0.12, -0.19, -0.04, 0.11, -0.06, 0.10, -0.41, 0.04, 0.11], "homo_energy_ha": -0.2880, "energy_ev": -61178.1412, "lumo_energy_ev": 0.2666, "charge": 0}